The following is a quantum chemistry calculation of 4 unconnected molecules or ions with the total composition C3H14NO3S in a non-equilibrium geometry, from OMol25.

Atoms and positions in Å:
C1 -1.42811 -0.24796 1.40118
C2 -0.57702 0.69086 0.58436
C3 0.94601 0.58768 0.71232
S1 1.51809 -0.76296 -0.51559
N1 -1.02161 0.37324 -0.93005
H1 -1.98065 -0.89899 0.72455
H2 -2.19605 0.19748 2.07503
H3 -0.82193 -0.92442 1.94732
H4 -0.95365 1.77792 0.70487
H5 1.54430 1.55093 0.44609
H6 1.24973 0.20625 1.68679
H7 -0.48586 0.75076 -1.64083
H8 -1.06586 -0.70143 -0.99802
H9 1.95157 1.90106 -0.81012
H10 3.04133 1.21298 -1.60963
O1 2.80972 2.13571 -1.27500
H11 0.73111 -3.61985 0.90048
H12 -0.61550 -3.05185 0.86400
O2 -0.14431 -3.67685 1.26453
H13 -2.59568 1.18315 -0.90609
H14 -3.25939 1.68411 0.35996
O3 -3.33126 1.80903 -0.63602

Atoms 1-3, force components in eV/Å:
-0.873 -0.144 0.068
-0.854 2.040 -3.217
0.933 -0.730 -1.608

Energy relative to the best compared isomer or geometry (same formula, charge and spin) = 1.1377 eV
HOMO-LUMO gap (spin up / spin down) = 0.0764 / 0.2124 Ha
LUMO level (spin up / spin down) = 5.5 / 5.5 eV
Charge = -2
Highest occupied orbital energy (spin up / spin down) = 3.44 / -0.32 eV
Spin multiplicity = 2
Max |F| = 5.85 eV Å⁻¹